(1)
A molecular structure, C16H16CaN4O2Se, computed with ωB97M-V/def2-TZVPD.

XYZ file:
```
40
Properties=species:S:1:pos:R:3:forces:R:3
N -1.3744 0.6040 0.3868 -0.7654 -0.1601 -0.0587
C -0.7715 -1.7399 0.3240 0.0306 -0.5672 0.0054
C -0.1499 -4.0727 0.2747 -0.0930 0.1356 0.0195
H 4.3107 2.7270 -0.1442 0.0213 -0.0709 0.0221
C -2.2889 1.5728 0.4007 -0.0952 -0.0536 0.0286
H 4.9909 0.6751 -0.6778 -0.0486 0.0752 0.0155
N -3.0127 -4.6574 0.2250 0.5541 -0.1053 -0.0490
Ca 0.8726 0.8652 0.5208 0.3568 0.0247 0.7040
C -2.5511 -3.4302 0.2442 -0.4850 0.0867 0.0167
C -4.0927 0.0287 0.2764 0.1571 -0.1237 0.0243
C -3.1517 -1.0074 0.2795 0.2590 0.3782 -0.0061
H -4.3516 2.1577 0.3454 0.0221 0.0045 0.0111
H -1.9207 2.5888 0.4825 0.0162 0.0051 -0.0167
H 4.1491 -0.6519 0.0993 -0.0909 0.0061 0.0090
C -1.7868 -0.6837 0.3251 -0.5926 0.0162 0.0023
H -0.6091 3.7000 -1.0836 0.0169 -0.0992 0.0340
N 0.5322 -1.3772 0.3796 -0.1924 -0.7677 -0.0729
H 2.5641 4.3683 0.2497 -0.0851 0.0348 0.0414
C 3.2857 2.4521 -0.3984 -0.0819 0.3939 -0.0410
C 2.3301 3.3154 0.4042 0.4484 -0.1051 -0.0793
H 2.4933 -2.0067 0.4443 0.0135 0.0122 -0.0078
C -3.5442 -2.3971 0.2444 0.0681 -0.4685 0.0130
O 0.9608 3.0384 0.0680 0.0159 0.7214 -0.3188
C -1.1470 -3.0917 0.2791 0.3434 0.2536 -0.0080
N -4.7888 -2.8086 0.2254 -0.0928 0.5471 -0.0503
C 1.4627 -2.3309 0.3859 -0.0899 -0.1113 0.0053
H -5.1429 -0.2295 0.2356 -0.0171 0.0615 -0.0036
O 3.0382 1.0782 -0.0555 0.5658 0.1036 -0.1867
H 3.1385 2.5968 -1.4727 0.0699 -0.0289 -0.0036
H 0.7177 4.8518 -0.9374 0.0467 -0.0322 0.0795
H 1.9685 -4.4140 0.3323 0.0053 0.0167 0.0061
C 0.4727 3.7974 -1.0588 -0.1191 0.2173 -0.1636
H -0.4481 -5.1122 0.2344 0.0501 -0.0181 0.0014
C 4.0273 0.1751 -0.5947 0.2568 -0.1269 -0.0627
H 0.8907 3.4314 -1.9975 0.0460 -0.0230 0.0470
Se -4.7625 -4.5606 0.1938 -0.3895 -0.3817 0.0289
H 3.7243 -0.1878 -1.5766 -0.0429 0.0399 0.0082
C -3.6547 1.3316 0.3382 -0.0946 0.0654 -0.0028
C 1.1694 -3.6866 0.3291 0.0547 -0.0727 -0.0025
H 2.4500 3.0905 1.4689 -0.0429 0.1164 0.0110
```
Forces are in eV/Å.

For the HOMO energy, the calculation gives -14.4 eV. The calculation puts the lowest unoccupied orbital energy at -6.5 eV. The total charge is +2. The molar mass comes out at 415.37 g/mol. As for the largest force on an atom: 0.795 eV/Å.

(2)
A molecular structure, C16H16Cl2N4O3Sr, computed with ωB97M-V/def2-TZVPD.

XYZ file:
```
42
Properties=species:S:1:pos:R:3:forces:R:3
Cl 3.3512 -4.6187 2.3678 -0.0411 0.1671 0.0416
C -1.6165 -2.1150 -2.7266 0.2845 0.4584 0.2424
H 4.0268 0.1361 3.2117 -0.0384 -0.0863 -0.0039
H -0.5538 -0.7567 4.5940 0.0554 -0.0916 -0.0405
H -3.8267 -0.4091 -4.1688 -0.0642 0.0216 -0.0533
O 1.6390 0.8118 3.7980 0.1014 0.2499 -0.3240
C -2.5962 3.5712 -3.0221 -0.1341 -0.1895 -0.1420
H -3.5966 2.0933 -4.1704 -0.0378 -0.0034 -0.1079
Cl 1.2088 2.2693 -3.8867 0.1986 -0.2777 0.1427
H -3.2463 -2.8758 -4.0424 0.0489 0.0858 0.0435
O 1.5581 0.9241 0.9699 -0.4485 0.4873 1.9338
H -0.8799 -0.5679 2.8759 -0.0023 -0.3300 0.0472
Sr 0.3857 0.4369 -0.8856 0.2024 -0.4921 -2.5058
C 1.0530 -1.4668 3.3354 -0.2432 -0.3758 -0.0840
C 2.0404 0.9535 -2.8130 0.4461 -0.0181 -0.3220
C 3.3361 -0.6977 3.1627 0.2537 0.0003 0.0596
N -1.3848 2.0406 -1.9164 -0.3621 0.6487 -0.0560
C 3.7716 -1.9736 2.8457 0.0212 -0.0215 -0.0119
N -2.9342 2.3015 -3.4482 -0.1486 0.2566 -0.1346
N -3.0456 -0.7613 -3.6480 -0.1912 -0.1958 -0.1889
O -0.6956 0.8884 1.1144 0.6548 0.4906 1.4239
N -1.2878 -0.8184 -2.3344 -0.7123 -1.0472 -0.4992
C -2.6993 -2.0955 -3.5397 -0.0916 0.2694 -0.0339
H 4.8181 -2.1730 2.6488 -0.0877 0.0177 0.0116
C -2.1758 -0.0385 -2.9135 0.2043 0.2889 0.1384
C 0.5423 1.3914 3.1025 0.1861 0.1963 0.0258
H 2.3387 0.1834 -3.5417 -0.0849 0.2468 -0.0046
C 1.4990 -2.7477 3.0087 -0.1889 -0.0565 -0.0615
H -0.9524 -2.1682 3.6089 0.0325 -0.0254 0.0457
H 0.6815 2.4674 3.1634 0.0518 0.1802 0.0290
H 0.7841 -3.5633 2.9507 0.0868 0.0750 0.0123
C -0.4115 -1.2221 3.6139 -0.0872 -0.3031 0.1475
C 2.8373 -2.9954 2.7709 0.0792 -0.0150 -0.0372
H -1.1073 4.1430 -1.5177 -0.0402 -0.1338 -0.0470
H 2.9849 1.4297 -2.5065 -0.1871 0.0668 -0.1965
C -2.1761 1.4236 -2.7581 0.1260 -0.3857 0.0896
C 0.4670 1.0400 1.6233 0.1893 -0.0606 -0.1083
C -1.6406 3.3907 -2.0783 0.2626 -0.3854 0.2397
H -1.0455 -2.9727 -2.4041 -0.0301 0.1412 -0.0015
H -0.3968 1.1397 3.5759 -0.1220 0.1858 0.0347
C 1.9985 -0.4544 3.4132 -0.1835 0.0654 0.2165
H -3.0529 4.4564 -3.4336 0.0419 -0.1056 0.0388
```
Forces are in eV/Å.

For the HOMO energy, the calculation gives -6.6 eV. The calculation puts the energy above the lowest of the compared OMol25 structures with the same formula, charge and spin at 0.000 eV. The calculation puts the lowest unoccupied orbital energy at -0.2 eV. The molar mass comes out at 470.85 g/mol. As for the largest force on an atom: 2.562 eV/Å.

(3)
A molecular structure, C16H16Cl2O3S, computed with ωB97M-V/def2-TZVPD.

XYZ file:
```
38
Properties=species:S:1:pos:R:3:forces:R:3
H 2.0691 -2.5702 6.3922 0.0157 0.1616 -0.0758
C 2.4217 0.7678 5.7859 -0.0255 -0.3429 -0.3077
Cl 2.4779 -0.4158 8.2105 0.0282 0.0040 0.4954
H 2.7005 -0.1077 -4.0652 -0.1614 0.1719 0.2250
C -1.9411 -0.9906 -3.1653 0.1104 0.1959 0.4863
C 2.1529 -0.4610 3.7154 -0.6350 0.0710 -0.2950
Cl 0.2177 -0.1071 -0.2691 -0.5304 1.9401 -0.9355
H -5.7326 0.2724 -4.3284 0.1445 0.1216 0.1830
S 2.1609 -0.4895 1.8836 -0.3654 -0.0425 0.8083
O 2.7023 -1.7985 1.5789 0.4851 0.0046 -0.3226
C 2.5671 0.4976 -3.1588 0.0670 -0.1861 0.2773
C 2.1382 -1.6430 5.8309 0.0491 0.3379 -0.3017
C 0.3172 -0.1207 -2.6631 0.7675 -1.2734 -2.0147
C -1.0700 0.1017 -2.9818 -0.1589 0.5131 -0.0574
C -1.5566 1.4172 -3.1715 0.0019 -0.4261 0.3360
O 1.1657 0.8257 -2.9958 -0.2798 -0.2771 0.6395
C 2.3369 -0.4314 6.5028 -0.1450 -0.0133 -1.3024
C -3.8095 0.5361 -3.3692 0.2717 0.0058 -0.1012
C -2.9192 1.6192 -3.3416 -0.0458 -0.0487 -0.0327
H 3.0792 1.4540 -3.2661 -0.0972 -0.2011 0.0578
C 2.3245 0.7477 4.3879 0.0364 -0.0873 0.3947
H -0.2599 -0.7392 1.9598 0.2612 -0.3975 -0.2149
C 2.0470 -1.6527 4.4319 0.0471 0.1100 0.3771
H 0.7004 -1.1450 -2.5594 -0.1356 0.4507 -0.2542
H -5.7768 0.2851 -2.5616 0.0892 0.1173 -0.1844
H 1.9173 -2.5974 3.9110 0.0485 0.2025 0.0038
H 2.5734 1.7059 6.3116 -0.0264 -0.1631 -0.0632
C -3.2959 -0.7681 -3.3418 0.1625 -0.0532 -0.0426
O 2.9018 0.6997 1.5124 0.1977 -0.2594 -0.4538
H 2.4089 1.6764 3.8303 -0.0201 -0.2033 0.0107
C -5.2949 0.7419 -3.4367 -0.1701 0.0981 0.0012
H -1.5181 -1.9937 -3.1365 -0.2509 0.1162 0.1073
H -3.9875 -1.6055 -3.4461 0.2437 0.1620 0.0292
C 0.5376 -0.3577 1.3334 0.3537 -0.3366 2.5347
H 2.9503 -0.0447 -2.2837 -0.2090 0.1995 -0.1305
H -5.5394 1.8086 -3.4436 -0.0231 -0.2078 -0.0278
H -3.3126 2.6335 -3.4433 0.1429 -0.3081 0.0540
H -0.8543 2.2488 -3.1500 -0.2445 -0.1566 0.0969
```
Forces are in eV/Å.

For the HOMO energy, the calculation gives -6.2 eV. The calculation puts the lowest unoccupied orbital energy at -1.8 eV. The molar mass comes out at 359.27 g/mol. As for the largest force on an atom: 2.581 eV/Å.

(4)
A single C16H16ClN3OS2 molecule, computed with ωB97M-V/def2-TZVPD.

XYZ file:
```
39
Properties=species:S:1:pos:R:3:forces:R:3
C 3.8304 0.3215 -1.0784 -0.1994 -0.2610 -0.0126
C -0.9563 -1.2409 -0.2804 0.0109 0.0131 -0.1337
H 4.0850 -1.0542 1.9914 -0.0209 -0.0810 0.1012
C -3.4403 -1.6349 1.8957 0.1655 0.1252 0.0061
H 2.6550 -2.1642 -2.0765 -0.0273 0.0502 0.0807
C -3.2838 1.4470 -0.3781 -0.7507 0.6996 0.3447
H 1.5334 -3.8753 -0.6288 -0.0478 -0.0336 -0.0293
H -3.0932 2.3729 -2.2989 0.1084 -0.0152 -0.1739
C 4.2681 -0.3607 1.1861 -0.1361 -0.0980 -0.1624
H -3.1924 -2.6034 1.4679 -0.0137 -0.0898 -0.0303
C -3.5875 2.3700 -1.3457 0.2361 -0.3815 0.2495
H -2.4830 0.2802 2.2228 0.2130 -0.1398 0.0176
H 4.8687 2.0727 -1.7308 0.0327 0.0715 -0.0516
O 2.7786 -1.6372 -0.0763 0.1475 -0.0778 0.1396
H -4.9546 4.0705 -1.5736 -0.0791 0.1407 -0.0816
N -0.8496 -0.8272 -1.5177 0.5558 -0.8757 0.2567
C -5.0426 3.0394 0.3087 0.0870 -0.1991 0.1676
C -4.5873 3.2759 -0.9496 -0.2084 0.0936 0.1931
H -1.3838 -1.1173 2.2986 -0.0754 0.2062 0.0116
C 1.0201 -2.9685 -0.9451 -0.0613 0.4866 0.1867
C 5.3454 1.5746 0.2930 -0.1376 -0.1126 -0.1288
C 5.1340 0.6991 1.3483 -0.0263 0.0273 -0.1025
C -2.3130 0.4078 -0.5323 0.6619 -0.6030 -0.3287
C 3.6059 -0.5613 -0.0271 0.1386 0.1347 0.0862
H 3.3390 0.1932 -2.0294 -0.0665 -0.0388 -0.0720
H -4.3020 -1.2273 1.3724 -0.0820 -0.0136 -0.0320
H 5.6428 0.8502 2.2871 0.0531 0.0285 0.0764
H 0.3941 -3.1570 -1.8148 0.1014 -0.0634 -0.0376
C 2.0105 -1.8561 -1.2406 -0.1190 0.0612 -0.3261
N -1.6910 0.1968 -1.6714 -0.9064 0.9568 -0.0016
H -3.6994 -1.7696 2.9413 -0.0753 -0.0517 0.1277
S -4.2564 1.7014 1.0406 0.0748 0.2316 -0.5650
N -1.8668 -0.4925 0.4073 0.3649 0.1522 -0.8128
C -2.2481 -0.6909 1.7802 -0.3408 -0.2045 0.4552
C 4.6982 1.3885 -0.9146 0.1419 0.0738 0.2079
Cl 6.4293 2.9090 0.4905 0.1568 0.1912 0.0320
S -0.0730 -2.5462 0.4456 0.0868 -0.3803 0.2315
H -5.7926 3.5678 0.8626 -0.1608 0.1461 0.0709
H 1.4582 -0.9540 -1.5299 0.1977 -0.1697 0.0396
```
Forces are in eV/Å.

For the HOMO energy, the calculation gives -7.9 eV. The calculation puts the lowest unoccupied orbital energy at 0.5 eV. The molar mass comes out at 365.91 g/mol. As for the largest force on an atom: 1.318 eV/Å.

(5)
A molecular structure, C16H16CuN4O3, computed with ωB97M-V/def2-TZVPD.

XYZ file:
```
40
Properties=species:S:1:pos:R:3:forces:R:3
H -4.3508 -0.7638 2.3866 0.2691 0.4161 -0.0622
O 0.6513 -1.5762 0.5214 0.4927 -0.6928 -1.2119
H 0.5393 5.3335 1.0150 0.2172 -0.2254 -0.2233
H 2.1493 -3.8063 -2.4575 -0.1247 -0.0701 -0.1960
C -3.6757 0.0778 2.2038 0.2732 -0.0573 -0.2156
C 1.0716 -3.6408 -2.4312 0.1190 -0.4240 0.9374
H 1.2888 -3.0741 -4.4788 -0.3044 0.2044 -0.1016
H 0.5774 -4.5237 -2.0061 0.1975 0.1037 -0.1216
C 1.8385 -3.5691 0.3132 0.5769 -1.1301 1.1309
N -1.6482 0.9038 1.1855 -1.4663 0.1286 0.8887
O -0.6639 -0.5846 -1.8833 1.3935 -2.0812 -0.2815
C -3.0244 2.3918 2.4634 0.0215 0.0078 -0.0608
C 2.1014 4.4841 -0.2438 -0.4595 -0.4260 0.1814
H -4.8150 1.5219 3.3479 0.4464 0.0804 -0.2635
Cu 0.0311 0.3768 0.4227 0.2579 -1.5339 -0.4490
C -2.5321 -0.1056 1.4341 -0.2686 1.1836 0.5359
H 2.6777 5.4094 -0.3554 -0.3800 -0.3543 0.1448
O -0.2705 -2.0350 -3.5498 0.5532 -0.6466 0.5859
H -2.2671 -1.0629 0.9970 -0.1050 0.1116 0.0683
C 2.5511 3.3101 -0.8731 -0.1566 -0.3396 -0.0370
H -0.1734 -4.0322 -4.1353 -0.0787 0.2181 -0.1239
N 0.7694 -2.4788 -1.6076 0.0106 0.1637 0.8268
N 0.6695 2.1063 0.0430 1.0227 1.4163 -0.3315
H 2.4332 -4.2047 -0.3431 -0.2116 0.1438 0.2422
C 0.4901 -3.2573 -3.7580 -0.0768 0.1822 -0.9028
C 0.2091 3.2307 0.6411 0.6800 -0.7467 -0.5612
H 3.4654 3.2928 -1.4751 -0.4328 0.0580 0.2818
C 1.8056 2.1461 -0.7117 -0.2741 1.2360 0.5531
C 1.0667 -2.4743 -0.2409 -1.4986 2.1644 0.4235
H -1.2271 4.0632 1.8120 0.0784 -0.2370 -0.0970
C -0.1073 -1.6013 -2.2874 -1.0608 1.9061 0.3339
C -1.8775 2.1431 1.6708 -0.2258 -1.1172 -0.1068
H 2.0881 1.2008 -1.1647 0.0193 0.2301 0.0270
H 2.3242 -4.6192 2.1144 -0.0550 0.1884 -0.2172
H 1.1849 -3.1599 2.2789 -0.0018 -0.0148 -0.0113
H -3.1783 3.4015 2.8535 -0.0709 -0.3806 -0.0799
C -3.9232 1.3569 2.7336 0.5338 0.0877 -0.3207
C 0.9259 4.4441 0.5108 -0.0203 -0.0151 -0.0499
N -0.9617 3.1727 1.4087 -0.0310 0.1864 -0.0037
C 1.7867 -3.7977 1.6454 0.1403 0.0752 -1.1317
```
Forces are in eV/Å.

For the HOMO energy (alpha / beta), the calculation gives -10.5 / -10.5 eV. The calculation puts the lowest unoccupied orbital energy (alpha / beta) at -3.2 / -3.2 eV. The total charge is +1. The molar mass comes out at 375.88 g/mol. As for the largest force on an atom: 2.666 eV/Å.

(6)
A molecular structure, C16H16MnN4OS, computed with ωB97M-V/def2-TZVPD.

XYZ file:
```
39
Properties=species:S:1:pos:R:3:forces:R:3
H -0.3871 -1.2449 3.4983 -0.0001 0.0001 -0.0003
H -3.9101 3.2512 0.3682 0.0006 -0.0088 -0.0025
S -0.5252 -0.7821 -3.1072 0.0024 0.0013 -0.0251
C 0.5829 -2.1155 -3.3757 0.0112 0.0268 0.0481
C 1.9092 -3.7501 3.3914 -0.0032 0.0025 -0.0085
N 0.7240 -2.5562 -4.7172 -0.0038 -0.0017 -0.0146
C -0.1397 3.6888 -0.3625 0.0306 0.0032 0.0158
C 1.4467 -2.8795 1.1314 -0.0013 0.0025 -0.0396
C 2.1223 -3.7607 2.0245 -0.0077 0.0102 0.0091
C 0.3241 -1.9588 3.0968 0.0060 0.0021 -0.0072
C 1.6650 -2.9965 -0.2513 -0.0107 0.0098 0.0135
C -0.6907 2.3585 -0.3883 -0.0207 0.0344 -0.0066
H -0.1637 -2.5128 -5.1980 -0.0042 0.0005 -0.0008
H 1.6345 4.8806 -0.6080 -0.0051 -0.0003 -0.0011
C -2.2988 4.6615 0.1843 0.0092 -0.0025 -0.0043
N 1.2957 -2.6983 -2.4872 0.0059 -0.0314 -0.0224
C -0.9342 4.7828 -0.0829 -0.0127 -0.0202 0.0025
H 2.2506 -3.8439 -0.6046 0.0069 -0.0036 -0.0025
O -0.1879 -1.0950 0.9832 -0.0138 0.0181 0.0077
H -0.4716 5.7685 -0.0728 0.0076 -0.0023 -0.0028
N 1.1920 -2.1694 -1.2136 0.0055 -0.0097 0.0248
H 2.4515 -4.4440 4.0271 -0.0010 -0.0012 0.0017
C 0.5116 -1.9387 1.7166 0.0120 -0.0166 0.0158
C -2.7224 0.8850 -0.1264 0.0081 0.0145 -0.0002
C 1.3259 3.8315 -0.6485 -0.0189 0.0066 0.0014
C -2.8488 3.3786 0.1615 0.0011 0.0060 0.0035
H -3.7868 0.9399 0.1187 -0.0008 0.0025 -0.0028
N 0.0923 1.3306 -0.6679 -0.0129 0.0037 -0.0155
H 1.0931 -3.4991 -4.7206 0.0022 -0.0038 0.0017
H 0.8293 -2.8208 5.0138 -0.0004 0.0004 0.0013
C 1.0047 -2.8461 3.9435 0.0080 -0.0051 -0.0042
H 1.9205 3.2549 0.0666 0.0045 -0.0044 -0.0061
Mn 0.1576 -0.4676 -0.8259 -0.0074 0.0026 0.0130
C -2.0991 2.2506 -0.1106 -0.0041 -0.0160 -0.0001
H 1.5702 3.4209 -1.6329 0.0099 -0.0037 0.0034
H 2.8282 -4.4673 1.5959 0.0013 -0.0022 -0.0007
H -2.6239 0.4158 -1.1124 -0.0035 -0.0047 0.0051
H -2.9086 5.5304 0.4037 0.0001 -0.0022 -0.0004
H -2.2333 0.2170 0.5890 -0.0009 -0.0071 -0.0002
```
Forces are in eV/Å.

For the HOMO energy (alpha / beta), the calculation gives 1.3 / -0.6 eV. The calculation puts the energy above the lowest of the compared OMol25 structures with the same formula, charge and spin at 0.000 eV. The calculation puts the lowest unoccupied orbital energy (alpha / beta) at 5.2 / 5.2 eV. The total charge is -2. The molar mass comes out at 367.34 g/mol. Its spin multiplicity is 6. As for the largest force on an atom: 0.056 eV/Å.

> molar mass of number 5 (C16H16CuN4O3)?

375.88 g/mol